C28H68GaNO15P3 as an isolated structure. Source: OMol25; level of theory: wB97M-V/def2-TZVPD.

Cartesian coordinates (Å):
C (-0.081, 1.217, -1.309)
C (-0.893, 0.129, -2.009)
C (-1.438, -0.921, -1.039)
C (-2.279, -0.331, 0.089)
C (-2.830, -1.393, 1.068)
C (-2.728, -0.852, 2.496)
C (-3.345, -1.798, 3.542)
C (-2.330, -2.283, 4.577)
C (-1.828, -1.162, 5.506)
C (-0.414, -1.440, 6.062)
Ga (-0.167, -0.806, 7.946)
O (-0.560, 0.992, 8.201)
O (1.761, -0.914, 8.336)
N (2.157, -2.158, 8.493)
O (2.914, -2.542, 7.641)
H (0.703, 0.743, -0.712)
H (-0.674, 1.819, -0.625)
H (0.396, 1.855, -2.052)
H (-0.206, -0.385, -2.688)
H (-1.692, 0.567, -2.612)
H (-0.578, -1.416, -0.575)
H (-2.020, -1.675, -1.574)
H (-1.656, 0.349, 0.672)
H (-3.104, 0.257, -0.323)
H (-3.873, -1.566, 0.800)
H (-2.255, -2.316, 0.966)
H (-1.685, -0.621, 2.717)
H (-3.309, 0.074, 2.500)
H (-3.732, -2.674, 3.012)
H (-4.203, -1.349, 4.047)
H (-2.751, -3.068, 5.208)
H (-1.451, -2.669, 4.053)
H (-1.793, -0.228, 4.938)
H (-2.548, -1.017, 6.318)
H (-0.262, -2.524, 6.065)
H (0.325, -1.006, 5.386)
H (-0.891, -1.736, 9.030)
H (-1.348, 1.249, 7.722)
O (-6.319, -2.339, -1.368)
P (-7.621, -2.946, -1.695)
O (-7.835, -2.968, -3.283)
C (-6.904, -3.680, -4.107)
C (-6.927, -5.175, -3.857)
O (-8.631, -1.692, -1.372)
C (-8.314, -0.732, -0.365)
C (-7.919, 0.587, -0.993)
O (-8.571, -4.069, -1.141)
C (-10.007, -4.033, -1.110)
C (-10.631, -4.363, -2.446)
H (-5.900, -3.277, -3.950)
H (-7.190, -3.463, -5.135)
H (-6.581, -5.413, -2.848)
H (-6.276, -5.686, -4.567)
H (-7.938, -5.569, -3.961)
H (-7.519, -1.097, 0.284)
H (-9.211, -0.609, 0.248)
H (-7.109, 0.439, -1.707)
H (-7.592, 1.296, -0.231)
H (-8.763, 1.021, -1.533)
H (-10.363, -3.083, -0.724)
H (-10.284, -4.792, -0.378)
H (-10.548, -3.530, -3.143)
H (-11.691, -4.578, -2.300)
H (-10.154, -5.233, -2.897)
O (1.346, 4.387, 0.056)
P (2.040, 4.815, 1.278)
O (2.424, 6.370, 1.203)
C (1.387, 7.337, 1.010)
C (0.421, 7.401, 2.177)
O (3.541, 4.207, 1.036)
C (3.743, 3.035, 0.248)
C (4.371, 3.388, -1.083)
O (1.958, 4.508, 2.810)
C (3.053, 4.435, 3.742)
C (3.528, 5.796, 4.194)
H (0.855, 7.118, 0.080)
H (1.892, 8.294, 0.885)
H (-0.140, 6.469, 2.279)
H (-0.293, 8.212, 2.032)
H (0.956, 7.566, 3.113)
H (2.805, 2.503, 0.095)
H (4.405, 2.379, 0.819)
H (3.782, 4.148, -1.596)
H (4.446, 2.506, -1.722)
H (5.373, 3.798, -0.935)
H (3.865, 3.837, 3.339)
H (2.652, 3.884, 4.591)
H (4.116, 6.294, 3.423)
H (4.158, 5.675, 5.076)
H (2.686, 6.440, 4.448)
O (5.698, -0.469, -2.974)
P (6.932, -0.792, -3.680)
O (7.512, -2.238, -3.365)
C (6.632, -3.374, -3.419)
C (6.103, -3.650, -4.812)
O (8.149, 0.044, -3.041)
C (7.892, 1.253, -2.317)
C (8.107, 1.033, -0.836)
O (7.162, -0.532, -5.211)
C (8.447, -0.348, -5.827)
C (9.181, -1.647, -6.077)
H (5.809, -3.223, -2.717)
H (7.220, -4.219, -3.063)
H (5.459, -2.840, -5.159)
H (5.521, -4.572, -4.815)
H (6.922, -3.750, -5.524)
H (6.879, 1.608, -2.508)
H (8.585, 2.008, -2.694)
H (7.515, 0.187, -0.487)
H (7.824, 1.920, -0.269)
H (9.155, 0.808, -0.631)
H (9.052, 0.350, -5.253)
H (8.229, 0.137, -6.778)
H (9.595, -2.057, -5.157)
H (10.005, -1.464, -6.767)
H (8.516, -2.392, -6.512)

Properties
**DFT total energy**: -142590.6164 eV
**Total charge**: -1
**ΔE to the lowest compared entry with this formula, charge and spin**: 0.0 kcal/mol
**Gap between HOMO and LUMO**: 6.75 eV

Atomic partial charges in e from the Mulliken method, atoms 1 to 8:
1. C -1.09
2. C -0.62
3. C -0.65
4. C -0.45
5. C -0.53
6. C -0.59
7. C -0.83
8. C -0.95



C28H68O26Tl as an isolated structure. Source: OMol25; level of theory: wB97M-V/def2-TZVPD.

Cartesian coordinates (Å):
Tl (3.055, 0.400, 2.229)
C (-0.307, 1.158, -1.703)
C (0.378, 0.870, -0.477)
C (-0.547, 0.359, 0.704)
O (0.036, -0.252, 1.653)
C (-2.000, 0.362, 0.537)
C (-2.526, 0.640, -0.691)
C (-1.632, 1.014, -1.897)
O (-2.042, 0.985, -3.133)
O (-3.858, 0.578, -0.737)
O (1.589, 0.877, -0.283)
H (0.256, 1.167, -2.625)
H (-2.614, -0.028, 1.336)
C (3.858, -0.364, -2.053)
C (5.143, -0.783, -1.297)
O (5.068, -0.696, 0.103)
O (3.780, 1.064, -2.080)
H (2.970, -0.668, -1.500)
H (3.774, -0.794, -3.051)
H (5.974, -0.229, -1.733)
H (5.264, -1.817, -1.620)
H (5.764, -1.271, 0.429)
H (2.838, 1.248, -2.103)
C (0.048, 2.093, 3.846)
C (0.690, 3.325, 3.126)
O (1.394, 2.969, 1.922)
O (1.162, 1.308, 4.394)
H (-0.620, 1.550, 3.177)
H (-0.681, 2.437, 4.579)
H (1.339, 3.800, 3.862)
H (-0.073, 4.078, 2.927)
H (1.453, 3.801, 1.447)
H (1.081, 1.320, 5.351)
C (0.261, -2.254, -3.621)
C (1.005, -3.619, -3.740)
O (0.945, -4.227, -2.432)
O (-1.106, -2.455, -3.490)
H (0.424, -1.602, -4.479)
H (0.561, -1.684, -2.741)
H (2.037, -3.350, -3.962)
H (0.703, -4.291, -4.543)
H (1.456, -5.040, -2.450)
H (-1.083, -3.173, -2.854)
C (4.016, -3.530, 2.251)
C (3.169, -3.237, 0.992)
O (2.160, -2.346, 1.322)
O (4.799, -2.421, 2.452)
H (4.679, -4.366, 2.029)
H (3.489, -3.674, 3.194)
H (2.728, -4.187, 0.691)
H (3.738, -2.937, 0.112)
H (1.434, -2.609, 0.751)
H (5.489, -2.572, 3.102)
C (-4.977, -1.893, 2.664)
C (-5.489, -1.029, 3.842)
O (-4.708, 0.085, 4.113)
O (-3.990, -2.783, 3.149)
H (-4.637, -1.306, 1.811)
H (-5.842, -2.442, 2.291)
H (-5.520, -1.593, 4.774)
H (-6.478, -0.597, 3.686)
H (-4.634, 0.561, 3.282)
H (-3.138, -2.353, 3.249)
C (0.609, 4.380, -2.996)
C (0.701, 3.666, -4.293)
O (2.021, 3.665, -4.773)
O (0.888, 5.735, -3.363)
H (1.375, 4.048, -2.294)
H (-0.377, 4.241, -2.553)
H (0.012, 4.082, -5.027)
H (0.371, 2.642, -4.117)
H (2.061, 3.169, -5.594)
H (1.528, 5.567, -4.058)
C (-1.344, -1.135, 4.900)
C (-2.107, -1.852, 6.107)
O (-1.600, -3.161, 6.390)
O (-1.410, -1.802, 3.622)
H (-0.290, -1.084, 5.174)
H (-1.688, -0.117, 4.713)
H (-3.063, -2.059, 5.626)
H (-2.131, -1.238, 7.007)
H (-2.226, -3.725, 6.849)
H (-0.920, -1.258, 3.000)
C (-1.396, -0.159, -6.542)
C (-2.128, 1.153, -6.434)
O (-3.434, 0.862, -6.185)
O (-1.835, -0.585, -7.755)
H (-1.488, -0.831, -5.689)
H (-0.334, -0.027, -6.751)
H (-1.985, 1.700, -7.366)
H (-1.647, 1.738, -5.649)
H (-3.799, 0.393, -6.939)
H (-1.591, -1.496, -7.936)
C (6.405, 2.486, 1.488)
C (5.606, 2.545, 0.103)
O (4.190, 2.508, 0.338)
O (6.178, 1.262, 2.191)
H (6.217, 3.410, 2.034)
H (7.441, 2.643, 1.191)
H (5.949, 1.711, -0.508)
H (5.829, 3.423, -0.502)
H (3.807, 2.810, -0.489)
H (6.641, 1.248, 3.031)
C (-1.446, -3.808, 0.506)
C (-2.729, -3.418, -0.308)
O (-2.716, -3.898, -1.628)
O (-0.181, -3.287, -0.045)
H (-1.392, -4.896, 0.522)
H (-1.623, -3.504, 1.538)
H (-2.838, -2.357, -0.531)
H (-3.649, -3.741, 0.180)
H (-3.653, -4.056, -1.765)
H (0.159, -3.669, -0.857)
C (-4.280, 2.808, 2.377)
C (-3.761, 3.707, 1.230)
O (-4.793, 4.320, 0.632)
O (-5.104, 1.772, 1.797)
H (-4.907, 3.441, 3.006)
H (-3.541, 2.294, 2.991)
H (-3.164, 3.113, 0.539)
H (-3.106, 4.462, 1.665)
H (-5.040, 5.059, 1.192)
H (-4.778, 1.524, 0.928)

Properties
**DFT total energy**: -88057.0624 eV
**<S²>**: 0.81
**2S+1**: 2
**Gap between HOMO and LUMO (alpha / beta)**: 8.34 / 4.94 eV

Atomic partial charges in e from the Mulliken method, atoms 1 to 8:
1. Tl 0.78
2. C 0.20
3. C -0.24
4. C 0.37
5. O -0.23
6. C 0.96
7. C -0.81
8. C -0.74



no.,M (g/mol),F_max (eV Å⁻¹)
1,821.49,6.07
2,1025.21,6.09